[1]
DFT (ωB97M-V/def2-TZVPD) results for C19H31IrNO6PS2 as an isolated structure.

```
61
C19H31IrNO6PS2 ωB97M-V/def2-TZVPD
Ir 0.12 -0.18 0.62
C -3.35 1.65 3.89
C -2.07 2.27 3.40
C -0.90 2.20 4.16
C 0.30 2.71 3.67
C 0.35 3.29 2.42
C -0.82 3.40 1.67
C -2.01 2.90 2.16
H -3.86 1.14 3.07
H -4.02 2.40 4.31
H -3.15 0.90 4.65
H -0.92 1.71 5.13
H 1.20 2.61 4.27
H 1.29 3.61 2.00
H -0.79 3.81 0.67
H -2.90 2.94 1.55
O -3.07 -1.88 2.52
C -2.07 -1.60 1.91
O -1.63 -0.39 1.71
C -1.15 -2.68 1.27
O -1.39 -3.86 1.33
O -0.11 -2.17 0.65
C 1.48 -0.77 -4.78
C 1.69 -0.64 -3.28
C 1.60 -1.96 -2.55
O 0.82 0.38 -2.74
P -0.76 0.52 -2.73
S -1.42 1.83 -3.99
S -1.34 1.00 -0.80
O -1.19 -0.99 -3.05
C -2.48 -1.64 -2.87
C -2.54 -2.28 -1.49
C -3.66 -0.74 -3.15
H 2.25 -1.42 -5.20
H 1.54 0.21 -5.26
H 0.50 -1.20 -5.00
H 2.67 -0.21 -3.10
H 0.66 -2.48 -2.76
H 1.67 -1.81 -1.47
H 2.43 -2.59 -2.87
H -2.45 -2.43 -3.62
H -2.63 -1.51 -0.72
H -1.65 -2.87 -1.28
H -3.42 -2.93 -1.43
H -3.73 0.06 -2.41
H -4.57 -1.33 -3.10
H -3.58 -0.28 -4.13
C 3.96 0.29 -0.17
C 3.14 0.15 1.12
C 3.29 -1.25 1.70
C 3.55 1.21 2.14
N 1.74 0.35 0.78
H 5.02 0.17 0.05
H 3.80 1.27 -0.63
H 3.66 -0.48 -0.89
H 4.33 -1.45 1.93
H 2.93 -2.00 0.98
H 2.70 -1.35 2.61
H 4.60 1.08 2.41
H 2.94 1.14 3.03
H 3.43 2.21 1.72
```

total charge	-1
2S+1	2
Kohn-Sham gap (spin up / spin down)	0.2667 / 0.2736	hartree
relative energy (zero: lowest compared OMol25 entry of this formula, charge and spin)	9.0	kcal per mole


[2]
DFT (ωB97M-V/def2-TZVPD) results for an isolated molecule of C19H31N3O.

```
54
C19H31N3O ωB97M-V/def2-TZVPD
C 2.69 1.83 -2.44
C 2.78 1.77 -1.12
C 1.58 1.90 -0.27
C 1.44 1.13 0.89
C 0.31 1.23 1.69
C -0.67 2.15 1.34
C -0.54 2.93 0.21
C 0.57 2.80 -0.60
H 0.68 3.42 -1.48
H -1.31 3.64 -0.05
H -1.55 2.24 1.96
C 0.13 0.41 2.96
N -1.27 0.04 3.10
C -2.06 -0.70 2.25
O -3.13 -1.12 2.63
N -1.56 -0.92 1.00
H -0.76 -0.39 0.71
C -2.42 -1.43 -0.04
H -3.30 -1.84 0.47
H -2.75 -0.62 -0.69
C -1.74 -2.54 -0.87
N -1.09 -2.16 -2.10
C -1.93 -2.10 -3.28
C -2.90 -0.92 -3.41
H -3.69 -0.99 -2.67
H -3.35 -0.93 -4.39
H -2.37 0.03 -3.28
H -2.49 -3.03 -3.33
H -1.25 -2.09 -4.15
C -0.08 -1.12 -2.00
C 1.17 -1.64 -1.31
H 1.96 -0.90 -1.38
H 0.99 -1.85 -0.26
H 1.51 -2.56 -1.79
H -0.44 -0.22 -1.48
H 0.19 -0.83 -3.02
H -1.00 -3.03 -0.23
H -2.49 -3.30 -1.13
H -1.62 0.04 4.05
C 0.49 1.31 4.14
H 0.41 0.76 5.08
H -0.17 2.17 4.18
H 1.51 1.67 4.04
C 1.01 -0.85 3.00
H 0.73 -1.44 3.88
H 2.06 -0.60 3.09
H 0.86 -1.47 2.12
H 2.22 0.43 1.14
C 4.09 1.54 -0.42
H 4.17 0.51 -0.08
H 4.92 1.73 -1.10
H 4.18 2.19 0.44
H 1.75 1.95 -2.95
H 3.56 1.73 -3.07
```

SMILES	C=C(C)c1cccc(C(C)(C)NC(=O)NCCN(CC)CC)c1
Kohn-Sham gap	0.3193	hartree
relative energy (zero: lowest compared OMol25 entry of this formula, charge and spin)	4.0	kcal per mole


[3]
DFT (ωB97M-V/def2-TZVPD) results for an isolated molecule of C19H31N5O2S at a distorted geometry.

```
58
C19H31N5O2S ωB97M-V/def2-TZVPD
C 2.30 6.69 4.22
H 1.28 7.05 4.10
H 2.94 7.23 3.54
C 2.37 5.19 3.95
C 3.79 4.68 4.16
H 4.14 4.91 5.17
H 4.47 5.15 3.45
H 3.84 3.60 4.02
H 1.70 4.67 4.65
C 1.88 4.90 2.52
C 1.81 3.44 2.26
N 0.91 2.66 2.74
N 1.05 1.38 2.41
C 2.08 1.16 1.66
N 2.43 -0.07 1.19
C 3.47 -0.25 0.34
O 4.18 0.66 -0.04
C 3.66 -1.70 -0.09
H 3.67 -2.34 0.79
H 4.63 -1.76 -0.59
C 2.56 -2.16 -1.05
C 1.29 -2.58 -0.31
O 1.20 -2.47 0.91
N 0.30 -3.11 -1.05
C 0.22 -3.19 -2.48
H -0.01 -4.22 -2.75
C -0.92 -2.29 -2.99
N -2.16 -2.72 -2.38
C -2.07 -2.56 -0.94
C -0.96 -3.47 -0.41
H -1.18 -4.51 -0.66
H -0.84 -3.35 0.67
H -1.84 -1.52 -0.64
H -3.01 -2.85 -0.48
C -3.36 -2.20 -3.01
C -3.77 -0.76 -2.64
C -5.00 -0.90 -1.75
H -4.71 -1.11 -0.72
C -5.72 -2.11 -2.34
H -6.24 -1.81 -3.25
H -6.45 -2.54 -1.65
C -4.59 -3.08 -2.68
H -4.36 -3.72 -1.83
H -4.85 -3.73 -3.52
H -5.62 0.00 -1.75
H -4.04 -0.21 -3.54
H -2.96 -0.22 -2.15
H -3.16 -2.25 -4.09
H -0.67 -1.24 -2.75
H -1.00 -2.39 -4.07
H 1.16 -2.90 -2.95
H 2.93 -3.02 -1.61
H 2.33 -1.36 -1.76
H 1.85 -0.87 1.44
S 3.01 2.60 1.28
H 2.56 5.36 1.80
H 0.88 5.32 2.40
H 2.62 6.91 5.24
```

SMILES	CC(C)Cc1nnc(NC(=O)CCC(=O)N2CCN(C3CCCC3)CC2)s1
Kohn-Sham gap	0.3361	hartree
relative energy (zero: lowest compared OMol25 entry of this formula, charge and spin)	5.5	kcal per mole


[4]
DFT (ωB97M-V/def2-TZVPD) results for a 5-piece molecular cluster, C19H31N5O5 overall at a distorted geometry.

```
60
C19H31N5O5 ωB97M-V/def2-TZVPD
O -0.08 -3.97 -0.13
N 0.13 -3.00 -0.81
O 0.70 -2.09 0.06
C 1.84 -1.44 -0.54
C 3.30 -2.10 -0.40
O 4.04 -1.00 0.25
C 3.02 -0.47 1.13
O 3.11 -0.32 2.36
O 1.94 -0.21 0.23
H 1.78 -1.17 -1.66
H 3.39 -2.99 0.31
H 3.94 -2.29 -1.32
C -3.60 1.17 -1.29
C -3.82 0.21 -2.46
C -2.84 -0.96 -2.47
C -1.43 -0.44 -2.59
N -0.33 -0.03 -2.68
H -2.62 1.64 -1.34
H -4.35 1.97 -1.31
H -3.69 0.65 -0.33
H -3.74 0.78 -3.39
H -4.84 -0.18 -2.41
H -3.05 -1.62 -3.31
H -2.93 -1.54 -1.55
C 5.39 2.26 -3.78
C 4.59 2.23 -2.48
C 5.31 1.49 -1.35
C 5.55 0.06 -1.75
N 5.74 -1.06 -2.07
H 5.55 1.25 -4.17
H 4.85 2.82 -4.54
H 6.36 2.73 -3.63
H 3.62 1.77 -2.67
H 4.39 3.26 -2.16
H 4.71 1.51 -0.44
H 6.27 1.97 -1.13
C 4.30 -1.92 4.94
C 3.50 -1.94 6.24
C 4.22 -2.68 7.37
C 4.46 -4.11 6.97
N 4.64 -5.24 6.67
H 4.46 -2.93 4.55
H 3.76 -1.36 4.17
H 5.28 -1.45 5.08
H 2.53 -2.41 6.05
H 3.31 -0.91 6.55
H 3.62 -2.66 8.28
H 5.19 -2.21 7.58
C -9.36 3.28 -0.94
C -9.13 2.12 -1.91
C -7.76 1.47 -1.73
C -6.67 2.47 -1.98
N -5.82 3.26 -2.18
H -8.64 4.09 -1.11
H -10.36 3.70 -1.09
H -9.28 2.95 0.10
H -9.23 2.49 -2.93
H -9.91 1.37 -1.75
H -7.65 0.63 -2.43
H -7.65 1.07 -0.71
```

SMILES	O=NO[C@@H]1COC(=O)O1.CCCC#N.CCCC#N.CCCC#N.CCCC#N
Kohn-Sham gap	0.3777	hartree
relative energy (zero: lowest compared OMol25 entry of this formula, charge and spin)	0.0	kcal per mole